75
Properties=species:S:1:pos:R:3:forces:R:3 method="wB97M-V/def2-TZVPD" charge=+1 homo_ev="-7.6 / -11.5" lumo_ev="-2.725 / -5.075" multiplicity=6
Ir 0.58611 0.50120 0.69124 0.19 0.17 -0.13
C 0.54765 -7.51182 -1.27705 -0.03 0.04 0.03
C 0.25106 -6.26929 -0.48187 0.00 -0.07 -0.02
C 0.31720 -5.01065 -1.07982 0.01 0.04 -0.03
C 0.02065 -3.86518 -0.36460 -0.09 -0.02 0.04
C -0.33754 -3.98303 0.97365 0.03 -0.04 0.04
C -0.40793 -5.22137 1.59717 0.06 0.06 -0.03
C -0.11595 -6.35697 0.85898 0.00 -0.02 0.00
S -0.73778 -2.55086 1.90573 -0.07 -0.05 -0.06
O -1.92010 -1.93113 1.38550 0.05 0.03 -0.05
O -0.65184 -2.85610 3.30146 0.03 0.02 0.01
N 0.48734 -1.48505 1.48915 0.15 -0.08 0.33
C 1.73834 -1.52268 1.99097 0.22 -0.26 0.10
C 2.35362 -2.48992 2.78038 0.01 0.20 -0.07
C 3.69487 -2.26364 3.22135 -0.09 0.05 -0.07
C 4.29057 -1.06044 2.84508 -0.16 0.04 -0.11
C 3.64430 -0.10497 2.04672 0.02 -0.04 0.07
N 2.37702 -0.32352 1.57880 -0.29 -0.09 -0.07
H 1.24380 -7.30688 -2.08957 -0.01 0.00 0.02
H -0.37063 -7.90586 -1.71853 0.02 0.01 0.01
H 0.97075 -8.29254 -0.64603 0.00 0.01 -0.01
H 0.60619 -4.93116 -2.12153 -0.01 0.00 0.03
H 0.06444 -2.89018 -0.83493 0.00 -0.02 0.00
H -0.67895 -5.28318 2.64325 0.01 -0.01 -0.03
H -0.16660 -7.32941 1.33449 0.00 0.03 -0.01
H 1.80326 -3.37474 3.06156 -0.02 0.01 0.00
H 4.21347 -2.98654 3.82916 -0.01 0.01 -0.01
H 5.30050 -0.83976 3.16916 -0.01 0.02 -0.02
H 4.13355 0.80922 1.74515 0.00 -0.01 0.00
C 1.72950 0.83533 -5.58603 0.00 0.02 0.01
C 1.61118 -0.20634 -4.67509 0.01 0.00 -0.02
C 1.06462 0.03009 -3.42378 0.03 0.02 -0.01
C 0.63316 1.30838 -3.08606 0.11 -0.12 0.14
C 0.75232 2.35289 -3.99328 0.00 -0.03 -0.07
C 1.30176 2.11094 -5.24561 0.01 -0.01 0.00
As -0.23368 1.55244 -1.38299 -0.16 0.12 -0.13
C -0.22771 3.46212 -1.11999 0.04 -0.02 0.08
C 0.99556 4.12692 -1.13035 -0.02 0.05 0.00
C 1.04795 5.48236 -0.84085 -0.01 0.00 -0.01
C -0.11897 6.17017 -0.53083 -0.01 -0.02 0.00
C -1.33701 5.50410 -0.51413 0.01 0.02 -0.01
C -1.39362 4.14713 -0.80339 0.00 0.00 -0.04
C -2.05993 1.09922 -1.79145 0.01 0.02 0.01
C -2.70149 1.73197 -2.85434 -0.01 -0.07 0.01
C -3.99788 1.37231 -3.18116 -0.04 -0.02 0.01
C -4.64952 0.37887 -2.45532 0.02 0.01 -0.01
C -4.00770 -0.24949 -1.39946 0.00 0.01 0.00
C -2.70766 0.11146 -1.06250 -0.03 0.05 0.07
H 2.15896 0.65264 -6.56265 -0.01 0.00 0.02
H 1.94669 -1.20072 -4.93983 0.00 0.02 0.00
H 0.97399 -0.78088 -2.70991 0.01 -0.02 0.01
H 0.42053 3.34940 -3.73329 0.00 0.03 0.00
H 1.39476 2.92281 -5.95521 0.00 -0.01 0.00
H 1.90525 3.59091 -1.37638 0.03 0.01 0.01
H 1.99685 6.00338 -0.86161 -0.02 -0.02 0.01
H -0.07801 7.22806 -0.30470 0.00 -0.02 -0.01
H -2.24655 6.04344 -0.28020 0.02 -0.02 0.00
H -2.34261 3.62598 -0.78854 -0.01 0.02 0.01
H -2.19009 2.49535 -3.42848 0.00 0.01 -0.02
H -4.50141 1.86251 -4.00470 0.01 -0.02 0.01
H -5.66062 0.09596 -2.71950 0.02 0.01 0.01
H -4.50927 -1.02206 -0.83034 0.00 0.02 -0.02
H -2.22056 -0.37805 -0.22678 0.00 -0.02 -0.05
O -0.45207 2.10072 1.71102 -0.03 0.10 -0.14
N -0.46251 2.24293 3.03226 0.00 -0.22 -0.08
C 0.67785 2.18694 3.72747 0.33 -0.01 0.22
C 0.66276 2.35684 5.09606 0.19 -0.05 -0.09
C -0.53710 2.58717 5.74396 0.04 0.02 0.15
C -1.69863 2.62969 4.99703 -0.23 0.00 -0.16
C -1.63936 2.44715 3.63048 -0.35 0.08 0.22
H 1.56371 1.99713 3.13847 0.03 0.01 0.04
H 1.59347 2.30487 5.64268 0.01 0.00 -0.05
H -0.56547 2.72833 6.81607 0.00 -0.02 -0.04
H -2.65941 2.79526 5.46332 0.00 0.00 -0.05
H -2.48944 2.44983 2.96491 0.00 0.01 0.03